(1)
# C31H40Cl2FeNP3S3Si

C31H40Cl2FeNP3S3Si as an isolated structure (the ωB97M-V functional and the def2-TZVPD basis, OMol25).

Last column: Mulliken spin population.
CARTESIAN COORDINATES (ANGSTROEM)
1 Fe -0.2982 -0.2615 0.5968  3.903
2 C -1.2115 -3.9280 -3.4992  0.015
3 Si -2.5467 -2.6728 -3.8441  -0.009
4 C -2.1515 -1.7075 -5.3934  0.000
5 C -4.2008 -3.5312 -4.0023  0.000
6 C -2.7463 -1.3662 -2.4659  -0.006
7 C -3.8191 -0.4865 -2.5860  0.005
8 C -4.0353 0.5594 -1.6939  0.001
9 C -3.1297 0.7291 -0.6744  0.020
10 N -2.0978 -0.1033 -0.5248  0.102
11 C -1.9059 -1.1276 -1.3738  -0.007
12 S -0.4789 -2.0325 -0.8962  0.331
13 H -1.2107 -4.6480 -4.3223  0.002
14 H -1.3831 -4.4787 -2.5727  -0.002
15 H -0.2209 -3.4761 -3.4462  -0.003
16 H -2.0558 -2.3748 -6.2529  0.000
17 H -1.2112 -1.1628 -5.2832  0.000
18 H -2.9315 -0.9791 -5.6257  0.000
19 H -4.1692 -4.2609 -4.8147  0.000
20 H -5.0126 -2.8357 -4.2242  0.000
21 H -4.4579 -4.0664 -3.0857  0.000
22 H -4.5136 -0.6087 -3.4110  -0.001
23 H -4.8701 1.2351 -1.8098  0.001
24 H -3.1939 1.5538 0.0260  0.001
25 C -2.9129 0.0914 3.2934  0.011
26 P -1.6938 -1.0179 2.5328  0.121
27 C -2.7086 -2.4292 1.9934  0.012
28 C -0.7038 -1.6924 3.9001  0.016
29 C -1.2425 -1.8600 5.1726  0.000
30 C -0.4743 -2.3932 6.1955  0.001
31 C 0.8379 -2.7695 5.9520  0.002
32 C 1.3821 -2.6067 4.6878  -0.006
33 C 0.6244 -2.0638 3.6530  0.024
34 P 1.3096 -1.8288 1.9780  0.132
35 C 1.4575 -3.5254 1.3351  0.022
36 C 3.0422 -1.3481 2.2288  0.018
37 H -2.4122 0.8826 3.8469  -0.001
38 H -3.5791 -0.4620 3.9555  0.006
39 H -3.5113 0.5451 2.5029  -0.001
40 H -3.1926 -2.8872 2.8567  0.002
41 H -2.0903 -3.1640 1.4809  -0.001
42 H -3.4675 -2.0775 1.2926  0.003
43 H -2.2647 -1.5687 5.3772  0.000
44 H -0.8995 -2.5135 7.1830  0.000
45 H 1.4400 -3.1878 6.7476  0.000
46 H 2.4088 -2.9045 4.5168  0.001
47 H 2.0980 -4.1185 1.9892  0.004
48 H 1.8928 -3.4971 0.3353  -0.002
49 H 0.4746 -3.9882 1.2662  -0.001
50 H 3.5501 -2.0476 2.8921  0.006
51 H 3.1020 -0.3367 2.6295  -0.001
52 H 3.5391 -1.3567 1.2586  -0.004
53 Cl 0.7025 1.3612 3.6078  0.007
54 C 0.2164 2.8964 2.8597  -0.001
55 Cl -1.1725 2.6547 1.7767  0.015
56 H 1.0390 3.2888 2.2686  0.002
57 H -0.0915 3.5670 3.6515  0.000
58 S -0.4220 2.2031 -2.0814  0.004
59 P 1.3334 2.2582 -1.2469  0.038
60 S 1.7141 0.7349 0.1247  0.207
61 C 2.7218 2.1533 -2.4040  -0.004
62 C 3.1543 3.3200 -3.0316  -0.002
63 C 4.1560 3.2647 -3.9865  0.000
64 C 4.7283 2.0443 -4.3225  0.001
65 C 4.2940 0.8798 -3.7055  0.002
66 C 3.2909 0.9329 -2.7498  0.005
67 C 1.6703 3.7748 -0.3145  -0.003
68 C 0.7354 4.8003 -0.2722  0.003
69 C 0.9993 5.9472 0.4690  0.000
70 C 2.1942 6.0681 1.1616  0.002
71 C 3.1386 5.0464 1.1108  0.001
72 C 2.8777 3.9034 0.3741  0.003
73 H 2.7100 4.2742 -2.7741  0.000
74 H 4.4913 4.1729 -4.4693  0.000
75 H 5.5127 2.0025 -5.0667  0.000
76 H 4.7372 -0.0713 -3.9698  0.000
77 H 2.9473 0.0240 -2.2718  0.002
78 H -0.1936 4.6890 -0.8165  0.000
79 H 0.2718 6.7482 0.4985  0.000
80 H 2.3994 6.9638 1.7339  0.000
81 H 4.0773 5.1462 1.6401  0.000
82 H 3.6127 3.1076 0.3319  -0.001

Output
- <S²> = 8.77
- strongest force on any atom (eV/Å) = 0.43
- relative energy (zero: lowest compared OMol25 entry of this formula, charge and spin) (eV) = 0.859
- calculated total energy (Ha) = -5952.20230
- multiplicity = 6
- net charge = +1
- E_LUMO (alpha / beta) (eV) = -2.00 / -3.84

=====

(2)
# C9H10ClNO

One molecule with the formula C9H10ClNO (the ωB97M-V functional and the def2-TZVPD basis, OMol25).

Last column: Löwdin charge in e.
CARTESIAN COORDINATES (ANGSTROEM)
1 C -0.9910 -1.8167 -1.0184  -0.034
2 C 0.2245 -0.9729 -0.6914  -0.212
3 C 1.1971 -0.9031 -1.6544  -0.067
4 C 2.2738 -0.0918 -1.4809  -0.098
5 C 2.4697 0.5874 -0.2870  -0.065
6 C 1.4750 0.5189 0.7384  -0.016
7 C 0.3424 -0.2074 0.4776  -0.277
8 C -1.6610 0.6798 1.7237  -0.540
9 C -1.5296 1.8764 0.8509  -0.502
10 H -1.9253 -1.2144 -0.9712  0.092
11 H -0.8670 -2.2320 -2.0244  0.073
12 H -1.1099 -2.6735 -0.3494  0.081
13 H 1.0323 -1.5007 -2.5483  0.115
14 H 3.0299 -0.0337 -2.2575  0.107
15 H 3.4225 1.1120 -0.1207  0.106
16 H 1.7080 1.0049 1.7143  0.132
17 H -0.7547 -1.1876 1.9600  0.167
18 H -1.6836 1.5561 -0.1516  0.072
19 H -0.5818 2.4247 0.9341  0.091
20 N -0.6767 -0.3047 1.4365  0.100
21 O -2.5177 0.4099 2.5183  0.059
22 Cl -2.8769 2.9682 1.2014  0.614

Output
- strongest force on any atom (eV/Å) = 3.47
- relative energy (zero: lowest compared OMol25 entry of this formula, charge and spin) (eV) = 0.000
- calculated total energy (Ha) = -939.14583
- E_LUMO (eV) = 0.72
- SMILES = Cc1ccccc1NC(=O)CCl

=====

(3)
# C4H10N2

One molecule with the formula C4H10N2 (the ωB97M-V functional and the def2-TZVPD basis, OMol25).

Last column: Löwdin charge in e.
CARTESIAN COORDINATES (ANGSTROEM)
1 C 1.9145 -0.8636 0.0587  -0.080
2 C 0.7037 -0.0040 -0.5636  -0.432
3 C 0.6132 1.4213 0.0891  -0.095
4 C -2.7212 -0.1718 0.1435  -0.074
5 H 1.6633 -1.0605 1.1809  0.091
6 H 2.9500 -0.4639 -0.1474  0.077
7 H 1.8691 -1.9085 -0.4287  0.080
8 H 0.7181 0.1052 -1.6473  0.121
9 H -0.5747 1.5601 -0.0957  0.089
10 H 0.9991 1.3520 1.1267  0.055
11 H 1.2129 2.3067 -0.5970  0.131
12 H -0.6371 -1.0849 0.7060  0.104
13 H -2.7233 -0.3180 1.2316  0.061
14 H -3.7633 0.0139 -0.2101  0.068
15 N -0.5283 -0.7293 -0.2289  -0.093
16 N -1.6958 -0.1546 -0.6178  -0.102

Output
- strongest force on any atom (eV/Å) = 3.75
- relative energy (zero: lowest compared OMol25 entry of this formula, charge and spin) (eV) = 3.097
- calculated total energy (Ha) = -267.81153
- E_LUMO (eV) = 1.11
- SMILES = C=NNC(C)C

=====

(4)
# C12H10IN5O5STc

C12H10IN5O5STc as an isolated structure (the ωB97M-V functional and the def2-TZVPD basis, OMol25).

Last column: Mulliken spin population.
CARTESIAN COORDINATES (ANGSTROEM)
1 Tc -0.0245 -0.8134 0.4641  1.874
2 O -3.9370 -3.5088 4.4500  0.282
3 C -3.2254 -2.9862 3.7110  0.052
4 C -2.6845 -3.5465 2.2081  0.077
5 O -3.0540 -4.5757 1.7941  0.222
6 C -1.8136 -2.4726 1.7745  0.014
7 C -1.6822 -1.4156 2.6288  0.073
8 O -0.8926 -0.4336 2.2953  0.021
9 C -2.4777 -1.4980 3.8457  0.081
10 O -2.6735 -0.8127 4.7749  0.195
11 O -1.1598 -2.4257 0.6399  0.044
12 I -2.8161 3.3270 -3.1117  0.001
13 C -2.1876 2.2402 -1.4855  0.008
14 C -2.5489 2.4198 -0.1585  0.044
15 N -1.9212 1.4889 0.5650  0.026
16 N -1.1498 0.7100 -0.2226  -0.055
17 C -1.3115 1.1623 -1.4758  0.036
18 H -3.2029 3.1427 0.3018  0.002
19 H -1.8629 1.3849 1.5692  0.002
20 H -0.8118 0.6844 -2.3016  -0.003
21 C 3.5827 2.9023 -1.1496  0.003
22 C 3.5148 1.6671 -0.2450  0.006
23 C 2.7994 0.5329 -0.8923  0.028
24 N 1.7053 -0.0005 -0.4697  -0.023
25 N 1.2120 -1.0290 -1.2454  -0.021
26 C 1.9662 -1.2939 -2.2869  -0.006
27 N 1.7182 -2.2395 -3.1832  -0.001
28 S 3.3451 -0.2313 -2.3557  0.014
29 H 4.0983 3.7049 -0.6273  0.000
30 H 2.5853 3.2527 -1.4149  0.000
31 H 4.1345 2.6979 -2.0676  0.000
32 H 2.9950 1.8881 0.6874  0.001
33 H 4.5221 1.3338 0.0151  0.001
34 H 0.9176 -2.8429 -3.0771  0.000
35 H 2.3412 -2.4139 -3.9546  0.000

Output
- <S²> = 3.77
- strongest force on any atom (eV/Å) = 0.64
- relative energy (zero: lowest compared OMol25 entry of this formula, charge and spin) (eV) = 0.000
- calculated total energy (Ha) = -1889.26774
- multiplicity = 4
- net charge = +2
- E_LUMO (alpha / beta) (eV) = -7.48 / -9.45

=====

(5)
# C24H20BrN4O2Rh

C24H20BrN4O2Rh as an isolated structure (the ωB97M-V functional and the def2-TZVPD basis, OMol25).

Last column: Löwdin charge in e.
CARTESIAN COORDINATES (ANGSTROEM)
1 Rh 0.3942 -0.1953 0.1472  1.248
2 Br -6.2616 -2.9337 -0.0111  0.821
3 C -4.5794 -2.2252 0.4346  -0.687
4 C -3.8962 -2.7126 1.5597  -0.066
5 C -2.6641 -2.2183 1.9227  0.022
6 C -2.0493 -1.2198 1.1542  -0.326
7 O -0.8516 -0.8044 1.5307  -0.147
8 C -2.7549 -0.7060 0.0340  -0.174
9 C -2.2934 0.5015 -0.5631  -0.005
10 N -1.1279 0.9974 -0.2849  -0.009
11 C -0.8270 2.3846 -0.3633  -0.158
12 C -1.6537 3.4021 -0.7553  0.033
13 C -1.1868 4.7333 -0.6819  -0.022
14 C 0.0430 5.0382 -0.1711  0.014
15 C 0.8860 4.0075 0.3091  -0.122
16 C 2.1493 4.1989 0.9092  0.051
17 C 2.8556 3.1153 1.3617  -0.004
18 C 2.3143 1.8316 1.2182  -0.070
19 N 1.1334 1.6254 0.6691  -0.016
20 C 0.4240 2.6878 0.2048  -0.141
21 C -4.0245 -1.2176 -0.3071  -0.067
22 H -4.3512 -3.4953 2.1526  0.120
23 H -2.1518 -2.5965 2.7960  0.132
24 H -2.9873 1.1027 -1.1442  0.152
25 H -2.6571 3.2225 -1.1151  0.122
26 H -1.8373 5.5259 -1.0242  0.127
27 H 0.3739 6.0662 -0.1094  0.134
28 H 2.5492 5.1996 1.0115  0.140
29 H 3.8219 3.2279 1.8306  0.126
30 H 2.8536 0.9607 1.5720  0.125
31 H -4.5604 -0.7925 -1.1465  0.124
32 C 4.2903 -0.6810 -1.9462  0.047
33 C 3.1597 -0.9198 -1.0031  -0.465
34 O 2.1006 -0.2710 -1.1119  -0.064
35 N 3.2918 -1.8688 -0.0664  0.110
36 C 2.1995 -2.2677 0.8149  -0.084
37 C 1.0887 -2.9693 0.0528  -0.231
38 C 1.0683 -4.3378 -0.1177  0.023
39 C 0.0832 -4.9034 -0.9174  0.003
40 C -0.8338 -4.0754 -1.5407  0.003
41 C -0.7590 -2.7117 -1.3188  -0.068
42 N 0.1710 -2.1746 -0.5264  -0.008
43 H 4.3097 0.3693 -2.2248  0.104
44 H 4.1106 -1.2669 -2.8499  0.114
45 H 5.2494 -0.9773 -1.5263  0.100
46 H 4.1476 -2.4022 -0.0488  0.166
47 H 1.8309 -1.3664 1.3530  0.105
48 H 2.6029 -2.9051 1.5979  0.150
49 H 1.8135 -4.9534 0.3679  0.134
50 H 0.0441 -5.9750 -1.0586  0.132
51 H -1.6060 -4.4696 -2.1852  0.129
52 H -1.4548 -2.0301 -1.7834  0.124

Output
- strongest force on any atom (eV/Å) = 1.13
- relative energy (zero: lowest compared OMol25 entry of this formula, charge and spin) (eV) = 0.000
- calculated total energy (Ha) = -3980.14756
- net charge = +2
- E_LUMO (eV) = -7.30

=====

(6)
# CH3Cl2OPS

CH3Cl2OPS as an isolated structure (the ωB97M-V functional and the def2-TZVPD basis, OMol25).

Last column: Löwdin charge in e.
CARTESIAN COORDINATES (ANGSTROEM)
1 C -0.1538 -0.2708 0.0329  -0.177
2 O -0.4830 -1.4805 0.7497  -0.530
3 P 0.0031 -2.7552 -0.1000  0.190
4 S 4.4162 -1.3271 -0.2372  -0.052
5 Cl 2.2042 -2.6891 0.0868  -0.024
6 Cl -0.4054 -4.0338 1.2457  0.346
7 H -0.9972 -0.0729 -0.5529  0.051
8 H 0.7028 -0.3415 -0.7323  0.086
9 H -0.0108 0.5778 0.7532  0.111

Output
- strongest force on any atom (eV/Å) = 3.13
- relative energy (zero: lowest compared OMol25 entry of this formula, charge and spin) (eV) = 4.611
- calculated total energy (Ha) = -1774.99379
- E_LUMO (alpha / beta) (eV) = -2.05 / -2.01

=====

(7)
# C3H6N2O2

A 2-piece molecular cluster, C3H6N2O2 overall (the ωB97M-V functional and the def2-TZVPD basis, OMol25).

Last column: Löwdin charge in e.
CARTESIAN COORDINATES (ANGSTROEM)
1 C -0.9322 0.1141 0.3246  -0.128
2 N 0.1851 -0.7230 0.0119  -0.169
3 C 0.7724 0.5957 0.4328  -0.264
4 C 1.4532 1.4432 -0.4037  0.018
5 O 0.2351 -0.9182 -1.3958  -0.047
6 N -2.0291 -1.7151 0.3540  0.053
7 O -2.5236 -2.1547 1.3164  0.008
8 H 0.9982 -1.5064 -1.4941  0.111
9 H -1.4399 0.6084 -0.4953  0.111
10 H -1.2997 0.1814 1.3415  0.099
11 H 1.0146 0.5960 1.4894  0.116
12 H 1.3506 1.3817 -1.4775  0.048
13 H 2.2154 2.0970 -0.0042  0.046

Output
- strongest force on any atom (eV/Å) = 2.88
- relative energy (zero: lowest compared OMol25 entry of this formula, charge and spin) (eV) = 9.130
- calculated total energy (Ha) = -377.62382
- E_LUMO (alpha / beta) (eV) = 0.36 / -0.10

=====

(8)
# C3H3ClO

One molecule with the formula C3H3ClO (the ωB97M-V functional and the def2-TZVPD basis, OMol25).

Last column: Löwdin charge in e.
CARTESIAN COORDINATES (ANGSTROEM)
1 C -0.2615 0.5420 -0.3094  -0.187
2 C 1.6805 -0.7592 -0.0097  0.016
3 C -1.4855 0.7815 0.0544  -0.469
4 O 0.7343 -0.0887 -0.6308  -0.027
5 Cl -2.8910 -0.4141 0.1006  0.446
6 H 2.5710 -1.1019 -0.5635  0.080
7 H 1.5439 -0.6979 1.1276  0.111
8 H -1.8918 1.7382 0.2308  0.030

Output
- strongest force on any atom (eV/Å) = 3.60
- relative energy (zero: lowest compared OMol25 entry of this formula, charge and spin) (eV) = 4.492
- calculated total energy (Ha) = -651.34337
- E_LUMO (alpha / beta) (eV) = -0.12 / -0.31

=====

Q: The highest relative energy (zero: lowest compared OMol25 entry of this formula, charge and spin) belongs to which entry?
A: C3H6N2O2

=====

Q: Among the records above, which one has the highest relative energy (zero: lowest compared OMol25 entry of this formula, charge and spin)?
A: C3H6N2O2